H23O12 | the ωB97M-V functional and the def2-TZVPD basis

XYZ file:
```
35
Properties=species:S:1:pos:R:3:forces:R:3
H -4.636703 -2.065517 0.161542 -0.080 -0.099 -0.075
H 1.303498 0.802543 1.718586 0.077 0.273 0.058
H -2.281534 0.478682 1.067845 0.023 0.088 0.316
H 1.798606 3.324501 -2.611218 -0.207 -0.258 -0.224
O 1.975330 0.119353 1.777280 0.487 -1.030 0.139
O -0.109428 -3.548624 0.438332 -0.827 1.305 -0.173
H 1.066049 -4.294990 2.540696 0.139 -0.339 0.252
H 1.469879 3.059409 0.977512 -0.112 0.259 -0.339
O -3.934442 -1.855842 -0.459778 0.111 -0.147 0.571
O -2.216554 -0.103350 0.312437 0.265 -0.495 0.078
H -2.489113 0.781219 -0.842702 -0.038 0.187 -1.260
H -3.293377 -1.305460 0.086006 -0.330 0.121 -0.760
H 1.172432 -2.234360 -2.047032 -0.087 -0.257 0.310
H -1.078303 -0.782685 0.504784 -0.143 0.958 1.422
H 2.000117 -2.255749 -3.343293 -0.006 -0.166 0.110
O 2.160638 0.788631 -1.541232 0.152 -0.493 0.017
H -0.186724 -3.617445 2.283917 -0.068 -0.902 0.732
O -0.020192 4.669328 -0.094417 -0.014 0.011 0.065
O -0.203409 -1.107129 1.161577 -0.128 -0.582 -0.728
H -0.336195 -0.721000 2.029998 -0.471 -0.060 -0.029
H -3.440608 0.803555 -2.077592 -0.285 -0.211 -0.141
H 2.109221 3.128823 2.363251 0.074 -0.084 -0.018
H -0.165004 -2.597799 0.819640 0.799 -0.565 -0.350
O -2.651114 1.234787 -1.760577 0.280 0.289 0.658
H -1.003353 -3.518794 0.068020 0.043 -0.681 -0.304
H 2.225174 0.080783 -2.192022 -0.157 0.049 -0.139
O 0.218273 -4.184781 2.984692 -0.003 0.781 -0.341
H 2.496317 2.605646 -1.438846 -0.458 0.077 -0.474
O 1.167491 -1.959338 -2.965608 0.154 0.373 -0.313
H 1.479407 -0.724670 1.684534 0.445 0.889 -0.236
O 2.098224 3.453240 -1.715043 0.627 0.437 0.814
O 1.386067 2.734107 1.870472 -0.181 0.036 0.463
H 0.843636 4.357407 -0.393998 -0.029 0.127 -0.451
H 1.707740 0.362905 -0.802431 0.013 0.134 0.306
H -0.632045 4.092617 -0.565331 -0.063 -0.025 0.044
```
Positions in Å, forces in eV/Å.

## Properties
2S+1	1
energy above the lowest of the compared OMol25 structures with the same formula, charge and spin	58.2	kcal/mol
LUMO energy	2.7	eV
gap between HOMO and LUMO	0.340	Ha
total charge	-1